{"formula": "C18H23N3O4S", "method": "ωB97M-V with the def2-TZVPD basis set", "elements": ["S", "O", "O", "O", "O", "N", "N", "N", "C", "C", "C", "C", "C", "C", "C", "C", "C", "C", "C", "C", "C", "C", "C", "C", "C", "C", "H", "H", "H", "H", "H", "H", "H", "H", "H", "H", "H", "H", "H", "H", "H", "H", "H", "H", "H", "H", "H", "H", "H"], "xyz": [[-2.057, 0.705, 0.318], [4.221, 1.809, 1.413], [-1.685, 1.755, -0.585], [-2.583, 1.081, 1.604], [2.762, -3.274, 0.478], [-3.060, -0.343, -0.523], [0.969, -1.464, 1.545], [2.805, -2.180, -1.479], [2.488, 2.574, 0.039], [2.608, -1.008, -2.311], [1.686, 1.284, -1.816], [-5.895, -0.247, 0.051], [-0.665, -0.349, 0.588], [3.420, 1.578, 0.335], [5.177, 0.838, 1.763], [-3.668, -1.358, 0.309], [1.637, 2.428, -1.035], [0.109, -0.935, -0.425], [3.471, 0.436, -0.453], [-4.907, -0.848, 1.047], [-3.975, 0.285, -1.454], [1.136, -1.613, 0.196], [2.589, 0.278, -1.516], [-5.203, 0.856, -0.748], [2.283, -2.419, -0.254], [-0.104, -0.693, 1.797], [1.004, 1.175, -2.644], [0.909, 3.191, -1.254], [5.679, 1.226, 2.648], [-5.885, 1.286, -1.483], [1.580, -1.906, 2.216], [-6.760, 0.157, 0.580], [-4.592, -0.082, 1.756], [5.913, 0.693, 0.966], [4.177, -0.351, -0.238], [-6.248, -1.024, -0.633], [2.453, 3.447, 0.671], [-5.367, -1.671, 1.598], [3.596, -2.771, -1.695], [-3.412, 1.073, -1.955], [-4.273, -0.471, -2.190], [-4.876, 1.647, -0.070], [-0.108, -0.868, -1.469], [-0.414, -0.419, 2.784], [1.679, -1.102, -2.883], [-3.932, -2.202, -0.339], [4.710, -0.123, 2.005], [3.433, -0.980, -3.030], [-2.905, -1.686, 1.018]], "mulliken_charge": [1.49, -0.45, -0.66, -0.71, -0.71, 0.11, 0.08, -0.07, -0.71, -1.10, -0.64, -0.78, 0.01, 0.67, -0.78, -0.77, -0.46, 0.21, -0.08, -0.57, -1.01, -0.41, 0.24, -0.39, -0.26, -0.98, 0.38, 0.36, 0.24, 0.39, 0.24, 0.37, 0.27, 0.32, 0.48, 0.30, 0.46, 0.41, 0.28, 0.43, 0.40, 0.27, 0.74, 0.56, 0.32, 0.45, 0.29, 0.48, 0.25], "gap_ha": 0.3321, "smiles": "COc1cccc(CNC(=O)c2cc(S(=O)(=O)N3CCCCC3)c[nH]2)c1", "e_lumo_ha": 0.023, "homo_energy_ev": -8.4, "max_force_ev_per_a": 1.1, "e_above_lowest_kcal_mol": 54.7}



{"formula": "C4H4N4S", "method": "ωB97M-V with the def2-TZVPD basis set", "elements": ["S", "N", "N", "N", "N", "C", "C", "C", "C", "H", "H", "H", "H"], "xyz": [[-0.081, 1.665, 0.215], [4.263, -2.075, 0.041], [2.413, 1.005, -0.102], [-1.507, -0.430, -0.451], [1.600, 1.834, -0.363], [-0.404, 0.204, -0.403], [3.157, 0.112, 0.249], [-2.755, -0.073, 0.276], [3.804, -1.028, 0.120], [-3.398, -0.883, 0.123], [-2.578, 0.098, 1.309], [-3.167, 0.958, -0.156], [-1.346, -1.386, -0.858]], "mulliken_charge": [0.03, -0.39, 0.69, -0.11, -0.98, -0.13, 0.19, -0.90, 0.35, 0.36, 0.33, 0.26, 0.30], "gap_ha": 0.2931, "e_lumo_ha": -0.022, "homo_energy_ev": -8.6, "max_force_ev_per_a": 5.7, "e_above_lowest_kcal_mol": 96.7}



{"formula": "C2H2N2O3", "method": "ωB97M-V with the def2-TZVPD basis set", "elements": ["O", "O", "O", "N", "N", "C", "C", "H", "H"], "xyz": [[-0.649, -2.878, 0.067], [0.301, 2.794, -0.294], [-0.421, 1.457, 1.372], [-1.014, -1.622, -0.150], [0.078, 1.607, 0.140], [0.367, 0.489, -0.443], [0.017, -0.806, 0.254], [0.785, -1.478, 0.580], [0.535, 0.437, -1.525]], "mulliken_charge": [-0.63, -0.81, -0.71, -0.54, 0.57, -0.26, -0.35, 0.41, 0.32], "gap_ha": 0.2138, "smiles": "O=N/C=C/N([O-])[O-]", "e_lumo_ha": 0.272, "homo_energy_ev": 1.6, "max_force_ev_per_a": 4.1, "e_above_lowest_kcal_mol": 107.4, "charge": -2}



{"formula": "C2NdO4", "method": "ωB97M-V with the def2-TZVPD basis set", "elements": ["Nd", "O", "O", "O", "O", "C", "C"], "xyz": [[-0.326, 1.260, -0.322], [1.778, 0.455, -0.762], [2.797, -0.707, 0.864], [-2.887, 0.419, -0.423], [0.529, -0.611, 0.732], [1.774, -0.413, 0.233], [-3.665, -0.403, -0.323]], "mulliken_charge": [2.02, -0.65, -0.47, -0.16, -0.66, 0.73, 0.18], "gap_ha": [0.2409, 0.2489], "e_lumo_ha": [-0.242, -0.235], "homo_energy_ev": [-13.1, -13.2], "max_force_ev_per_a": 5.7, "multiplicity": 4, "s2": 3.761, "charge": 1}